Here is C26H22IN8STc as an isolated structure from the Open Molecules 2025 dataset. Energies are from the ωB97M-V functional and the def2-TZVPD basis.

Computed properties:
* net charge: +3
* largest force on an atom: 17.02 eV/Å
* 2S+1: 2
* gap between HOMO and LUMO (spin up / spin down): 5.5 / 6.3 eV
* highest occupied orbital energy (spin up / spin down): -15.676 / -16.607 eV
* LUMO (spin up / spin down): -10.2 / -10.3 eV
* E_tot: -60322.20145 eV

The geometry in XYZ format:
```
59
C26H22IN8STc (the ωB97M-V functional and the def2-TZVPD basis)
Tc 0.940 -0.635 -1.015
N 0.953 3.559 -0.560
C 0.695 2.343 -1.116
N 1.095 1.189 -0.709
C 1.899 1.146 0.439
N 2.342 0.029 0.967
N 2.139 -1.086 0.168
C 1.310 -1.949 0.632
C 0.819 -2.927 -0.334
C 0.687 -4.267 -0.013
C 0.280 -5.126 -1.030
C 0.008 -4.609 -2.297
C 0.154 -3.244 -2.504
N 0.554 -2.384 -1.548
C 2.292 2.432 1.097
C 3.162 2.459 2.194
C 3.551 3.683 2.737
C 3.067 4.873 2.193
C 2.196 4.844 1.100
C 1.816 3.624 0.534
H 0.703 4.409 -1.042
H 0.066 2.411 -2.019
H 0.922 -1.953 1.662
H 0.935 -4.640 0.973
H 0.189 -6.193 -0.846
H -0.304 -5.256 -3.110
H -0.045 -2.797 -3.473
H 3.552 1.534 2.611
H 4.238 3.707 3.580
H 3.374 5.826 2.618
H 1.831 5.782 0.690
N 1.979 -0.561 2.018
C 0.700 -0.006 1.801
N 0.144 0.039 0.637
C -1.120 0.634 0.673
C -1.954 0.819 -0.429
C -3.198 1.436 -0.226
C -3.583 1.852 1.063
C -2.725 1.654 2.155
C -1.496 1.041 1.933
S -0.260 0.693 3.169
H 2.526 -0.958 1.243
H 2.368 -0.567 2.973
H -1.649 0.496 -1.416
H -3.864 1.592 -1.063
H -4.542 2.327 1.216
H -3.010 1.969 3.150
I -3.118 -2.396 -4.835
C -2.581 -1.950 -2.888
C -3.502 -2.068 -1.852
C -3.104 -1.759 -0.553
C -1.798 -1.343 -0.343
N -0.883 -1.219 -1.329
C -1.296 -1.526 -2.583
H -4.521 -2.396 -2.038
H -3.797 -1.840 0.277
H -1.444 -1.091 0.652
H -0.533 -1.414 -3.348
H 0.839 -0.243 -2.633
```